i | Molecular formula: C6H37NO12
Method: DFT, ωB97M-V/def2-TZVPD

Each line ends with the Mulliken charge.
Cartesian coordinates (Å):
C: -1.872 -0.975 0.284  -2.448
C: -0.488 -0.798 0.667  3.010
N: 0.410 -0.604 -0.524  -0.137
C: 1.529 0.339 -0.506  0.020
C: 2.633 -0.229 -1.541  -0.443
C: 4.023 -0.207 -0.760  -1.202
C: 1.011 1.729 -0.944  -0.708
O: 0.346 2.397 0.109  -0.225
H: -2.088 -0.368 -0.674  0.487
H: -2.517 -0.689 1.084  0.630
H: -2.062 -1.991 -0.021  0.327
H: -0.054 0.029 1.348  -0.225
H: -0.101 -1.841 1.305  -1.245
H: -0.149 -0.714 -1.322  0.193
H: 1.853 0.281 0.510  0.363
H: 2.515 -1.367 -1.737  0.051
H: 2.595 0.420 -2.387  0.497
H: 4.793 -0.047 -1.586  0.350
H: 4.143 -1.135 -0.101  0.199
H: 3.962 0.554 -0.089  0.382
H: 1.873 2.379 -1.153  0.453
H: 0.079 1.497 -1.611  0.153
H: 0.092 3.342 0.008  0.078
O: -2.648 2.596 -2.112  -0.544
H: -3.211 3.301 -1.698  0.345
H: -2.738 2.727 -3.132  0.263
O: 2.068 1.768 1.673  -0.567
H: 2.003 1.299 2.403  0.263
H: 1.166 2.152 1.610  0.235
O: -1.873 -1.056 -3.636  -0.596
H: -1.720 -1.432 -4.553  0.285
H: -2.268 -1.687 -3.089  0.282
O: -3.678 1.171 0.573  -0.736
H: -2.981 0.694 0.081  0.311
H: -3.930 1.853 0.020  0.237
O: 1.487 -3.165 0.130  -0.701
H: 0.942 -2.498 0.144  0.098
H: 1.472 -3.449 0.983  0.362
O: 0.101 -2.794 -2.754  -0.613
H: 1.060 -2.629 -3.020  0.315
H: 0.043 -2.887 -1.802  0.292
O: -1.917 4.590 -0.491  -0.654
H: -1.426 4.619 -1.311  0.338
H: -1.564 4.000 0.021  0.288
O: 0.307 -3.784 2.289  -0.697
H: -0.369 -3.154 2.282  0.297
H: -0.006 -4.673 1.846  0.350
O: 1.714 -1.175 2.246  -0.408
H: 2.192 -1.974 1.754  0.275
H: 2.309 -0.874 2.867  0.276
O: -1.321 -0.747 3.363  -0.613
H: -0.378 -1.010 3.504  0.338
H: -1.202 0.099 3.106  0.165
O: -1.828 2.332 2.079  -0.648
H: -2.581 1.967 1.425  0.371
H: -1.750 1.818 2.838  0.232

Frontier orbital gap, eV: 8.2
E_HOMO, eV: -8.0
Structure (SMILES): CCN[C@@H](CC)CO.O.O.O.O.O.O.O.O.O.O.O

---

ii | Molecular formula: C6H37NO12
Method: DFT, ωB97M-V/def2-TZVPD

Each line ends with the Mulliken charge.
Cartesian coordinates (Å):
C: 3.317 -2.875 -0.254  -0.936
C: 3.402 -1.416 0.174  -0.553
N: 2.101 -0.807 0.466  -0.209
C: 1.403 -0.351 -0.746  -0.139
C: -0.017 0.120 -0.403  0.124
C: -1.066 -0.209 -1.469  0.361
C: -1.503 0.976 -2.303  -1.698
O: -2.206 -0.731 -0.741  -0.489
H: 4.320 -3.271 -0.435  0.401
H: 2.824 -3.472 0.523  0.246
H: 2.708 -3.030 -1.143  0.195
H: 3.924 -0.821 -0.575  0.354
H: 4.010 -1.329 1.090  0.310
H: 1.499 -1.477 0.932  0.183
H: 2.010 0.465 -1.142  0.348
H: 1.381 -1.139 -1.506  -0.125
H: -0.038 1.188 -0.183  -0.223
H: -0.294 -0.349 0.536  0.417
H: -0.687 -0.998 -2.129  0.406
H: -2.153 0.682 -3.134  0.470
H: -0.643 1.497 -2.731  0.493
H: -2.076 1.696 -1.707  0.280
H: -2.939 -0.864 -1.342  0.302
O: -2.824 -0.593 2.693  -0.771
H: -3.241 -0.649 1.831  0.281
H: -2.612 0.365 2.840  0.455
O: -0.955 -3.058 -0.167  -0.815
H: -0.640 -2.891 0.750  0.366
H: -1.590 -2.342 -0.335  0.375
O: -2.310 2.173 2.953  -0.840
H: -2.857 2.708 2.307  0.467
H: -2.579 2.520 3.824  0.307
O: 1.390 -0.642 -3.627  -0.730
H: 2.316 -0.807 -3.873  0.331
H: 1.093 -1.391 -3.060  0.279
O: 0.885 1.955 -2.860  -0.618
H: 1.233 2.438 -3.605  0.267
H: 1.069 1.004 -3.064  0.318
O: 1.552 -0.807 4.039  -0.680
H: 2.479 -1.014 3.820  0.324
H: 1.346 -0.021 3.512  0.322
O: -0.392 -1.989 2.329  -0.654
H: 0.179 -1.909 3.136  0.301
H: -1.260 -1.532 2.504  0.344
O: -1.254 4.477 -0.003  -0.765
H: -0.659 4.138 0.712  0.467
H: -0.978 4.071 -0.831  0.297
O: 0.856 -2.842 -2.166  -0.689
H: 0.675 -3.623 -2.667  0.324
H: 0.217 -2.813 -1.400  0.220
O: 0.045 3.301 2.089  -0.777
H: -0.734 2.871 2.501  0.467
H: 0.580 2.543 1.771  0.311
O: -3.530 3.642 1.140  -0.766
H: -4.023 3.170 0.446  0.294
H: -2.752 4.063 0.680  0.470

Frontier orbital gap, eV: 8.8
E_HOMO, eV: -8.5
Structure (SMILES): CCNCC[C@H](C)O.O.O.O.O.O.O.O.O.O.O.O

---

Q: Which of them is the least stable? A: i.

---

i | Molecular formula: C6H37NO12
Method: DFT, ωB97M-V/def2-TZVPD

Each line ends with the Mulliken charge.
Cartesian coordinates (Å):
C: -2.472 0.081 2.252  -1.586
C: -1.501 0.810 1.289  0.183
N: -1.705 0.346 -0.072  0.483
C: -3.011 0.645 -0.611  -1.113
C: -0.635 0.794 -1.039  0.495
C: -0.357 2.322 -1.018  -1.371
C: 0.675 -0.036 -0.840  -0.701
O: 1.777 0.770 -1.238  -0.729
H: -3.467 0.523 2.315  0.306
H: -2.033 0.076 3.253  0.448
H: -2.530 -0.935 1.907  0.395
H: -0.531 0.537 1.698  0.146
H: -1.605 1.886 1.438  -0.308
H: -3.831 0.120 -0.120  0.360
H: -3.294 1.685 -0.432  0.208
H: -3.167 0.264 -1.613  0.335
H: -1.012 0.560 -2.011  0.720
H: 0.585 2.463 -0.492  0.360
H: -1.095 2.840 -0.412  0.124
H: -0.278 2.749 -2.005  0.237
H: 0.709 -0.230 0.222  0.148
H: 0.653 -0.869 -1.527  0.303
H: 2.504 0.354 -1.738  0.412
O: -0.683 3.647 3.230  -0.661
H: -1.329 3.146 2.720  0.503
H: 0.064 3.575 2.637  0.304
O: 0.440 -3.157 1.470  -0.737
H: 0.026 -2.796 0.656  0.326
H: 1.245 -3.489 1.072  0.358
O: 2.706 -1.084 3.041  -0.660
H: 2.317 -0.212 2.832  0.373
H: 2.026 -1.705 3.299  0.291
O: 1.872 -1.930 -3.016  -0.653
H: 1.340 -2.388 -3.645  0.334
H: 2.615 -1.477 -3.409  0.229
O: -3.014 3.864 -0.060  -0.647
H: -2.979 3.325 -0.869  0.389
H: -2.566 4.702 -0.151  0.295
O: 2.698 0.634 -3.624  -0.624
H: 3.632 0.756 -3.812  0.308
H: 2.549 1.148 -2.809  0.426
O: 2.263 1.276 1.810  -0.688
H: 1.988 1.121 0.952  0.325
H: 3.195 1.460 1.723  0.229
O: 0.427 -4.135 -1.892  -0.706
H: -0.159 -3.400 -1.663  0.376
H: 1.211 -3.647 -2.219  0.420
O: -1.891 -3.324 2.964  -0.624
H: -1.114 -3.278 2.374  0.445
H: -2.068 -4.257 3.136  0.298
O: 4.319 0.136 -1.950  -0.648
H: 4.553 -0.565 -1.327  0.295
H: 4.236 0.937 -1.446  0.355
O: -1.133 -2.349 -0.609  -0.723
H: -1.307 -1.399 -0.331  0.363
H: -1.858 -2.890 -0.290  0.277

Frontier orbital gap, eV: 9.3
E_HOMO, eV: -9.5
Structure (SMILES): CCN(C)[C@@H](C)CO.O.O.O.O.O.O.O.O.O.O.O

---

ii | Molecular formula: C6H37NO12
Method: DFT, ωB97M-V/def2-TZVPD

Each line ends with the Mulliken charge.
Cartesian coordinates (Å):
C: 0.010 -1.237 1.306  -0.994
C: 0.257 -0.482 -0.030  2.080
C: 1.359 0.586 0.049  -0.458
C: 1.502 1.280 -1.280  0.661
C: 2.265 0.733 -2.247  -1.454
C: 0.510 3.075 -2.669  -1.129
N: 0.532 2.222 -1.453  0.108
H: 0.772 -1.959 1.569  -0.113
H: -0.068 -0.469 2.079  0.357
H: -0.871 -1.814 1.055  0.350
H: 0.682 -1.213 -0.726  -0.293
H: -0.708 -0.117 -0.366  -0.698
H: 2.314 0.199 0.398  0.365
H: 1.130 1.332 0.834  -0.106
H: 2.476 1.232 -3.183  0.291
H: 2.627 -0.284 -2.199  0.200
H: 1.140 3.895 -2.302  0.429
H: -0.491 3.466 -2.797  0.292
H: 1.064 2.678 -3.506  0.284
H: -0.133 2.538 -0.772  0.173
H: -0.372 -2.534 -3.565  0.239
H: 0.937 -2.868 -4.208  0.283
O: 0.575 -2.513 -3.386  -0.549
H: -3.353 -1.466 2.938  0.324
H: -2.646 -1.131 1.727  0.248
O: -2.815 -1.913 2.269  -0.584
H: -2.634 0.990 -0.856  0.153
H: -3.042 1.255 -2.281  0.210
O: -2.575 0.609 -1.740  -0.500
H: -1.013 2.197 1.276  0.191
H: -2.366 2.788 1.292  0.282
O: -1.718 2.448 0.665  -0.590
H: -2.253 -1.187 -2.911  0.297
H: -2.049 -2.427 -2.052  0.312
O: -2.731 -1.919 -2.505  -0.689
H: 0.922 2.917 3.345  0.331
H: -0.433 2.726 3.927  0.316
O: 0.148 3.441 3.642  -0.663
H: 4.088 -2.633 1.014  0.297
H: 2.626 -2.658 1.393  0.280
O: 3.364 -2.042 1.243  -0.622
H: 1.211 0.842 3.427  0.380
H: 2.648 1.166 4.355  0.281
O: 1.789 1.349 3.988  -0.690
H: 0.687 -4.511 1.473  0.312
H: 1.774 -4.595 0.404  0.347
O: 1.642 -4.475 1.358  -0.634
H: 0.065 4.864 1.380  0.280
H: -0.964 4.286 2.398  0.362
O: -0.874 4.781 1.562  -0.614
H: 1.252 -3.426 -1.864  0.257
H: 2.587 -3.342 -1.196  0.331
O: 1.651 -3.225 -0.990  -0.601
H: -4.604 -1.597 0.025  0.311
H: -3.697 -1.092 -1.041  0.385
O: -4.200 -0.770 -0.267  -0.618

Frontier orbital gap, eV: 7.0
E_HOMO, eV: -7.0

---

Q: Which of them is the least stable? A: ii.

---

i | Molecular formula: C4H7N3
Method: DFT, ωB97M-V/def2-TZVPD

Each line ends with the Mulliken charge.
Cartesian coordinates (Å):
H: -3.028 0.078 0.746  0.245
N: -2.044 0.128 0.991  -0.686
C: -1.338 -0.599 0.219  0.705
C: -1.886 -1.359 -0.908  0.091
N: -2.305 -1.881 -1.852  -0.377
N: 0.023 -0.689 0.301  -0.267
C: 0.836 0.438 0.736  -0.431
C: 1.755 0.862 -0.405  -1.128
H: 0.457 -1.292 -0.378  0.245
H: 0.145 1.238 1.015  0.356
H: 1.411 0.180 1.632  0.255
H: 1.168 1.150 -1.284  0.310
H: 2.419 0.038 -0.694  0.333
H: 2.386 1.708 -0.120  0.348

Frontier orbital gap, eV: 10.5
E_HOMO, eV: -9.7
Structure (SMILES): [H]/N=C(\C#N)NCC

---

ii | Molecular formula: C4H7N3
Method: DFT, ωB97M-V/def2-TZVPD

Each line ends with the Mulliken charge.
Cartesian coordinates (Å):
C: -1.426 -0.236 0.784  -1.083
C: -0.485 0.419 -0.191  0.798
C: 1.628 -0.712 0.730  -0.178
C: 1.174 0.544 0.309  -0.249
N: 1.598 -0.564 -0.609  -0.220
N: 0.342 -0.903 -1.173  -0.450
N: -0.925 1.402 -0.904  -0.759
H: 0.358 -0.533 -2.127  0.332
H: -0.209 1.777 -1.528  0.248
H: 1.320 -1.543 1.352  0.293
H: 1.637 1.518 0.282  0.321
H: -2.391 -0.385 0.301  0.331
H: -1.054 -1.201 1.126  0.323
H: -1.565 0.418 1.648  0.292

Frontier orbital gap (alpha / beta), eV: 7.4 / 8.3
E_HOMO (alpha / beta), eV: -8.7 / -9.1

---

iii | Molecular formula: C4H7N3
Method: DFT, ωB97M-V/def2-TZVPD

Each line ends with the Mulliken charge.
Cartesian coordinates (Å):
N: -1.076 -0.259 -2.230  -0.534
C: -0.614 -0.296 -0.901  0.957
C: -1.162 -0.839 0.238  -0.948
N: -0.377 -0.437 1.311  -0.006
C: 0.657 0.328 0.857  0.002
N: 1.503 1.009 1.763  -0.584
C: 0.561 0.405 -0.508  -0.767
H: -1.885 -0.823 -2.440  0.215
H: -0.338 -0.410 -2.906  0.234
H: -2.021 -1.477 0.393  0.360
H: -0.618 -0.511 2.286  0.224
H: 2.355 0.500 1.969  0.248
H: 1.774 1.892 1.345  0.266
H: 1.238 0.918 -1.176  0.335

Frontier orbital gap, eV: 8.4
E_HOMO, eV: -7.3
Structure (SMILES): Nc1c[nH]c(N)c1

---

iv | Molecular formula: C4H7N3
Method: DFT, ωB97M-V/def2-TZVPD

Each line ends with the Mulliken charge.
Cartesian coordinates (Å):
C: -1.276 0.753 -0.581  -0.953
C: -1.181 -0.929 1.069  -0.897
N: -0.337 0.155 0.421  -0.041
C: 1.020 -0.193 -0.162  0.510
N: 1.248 -1.379 -0.509  -0.482
C: 2.008 0.877 -0.232  0.086
N: 2.814 1.707 -0.304  -0.369
H: -0.820 1.554 -1.171  0.326
H: -2.130 1.096 0.003  0.405
H: -1.629 -0.070 -1.204  0.344
H: -1.051 -1.776 0.386  0.222
H: -0.719 -1.166 2.030  0.209
H: -0.145 0.877 1.118  0.358
H: 2.197 -1.507 -0.864  0.282

Frontier orbital gap, eV: 6.3
E_HOMO, eV: -6.9

---

Q: Which of them is the least stable? A: ii.